No. 1
A molecular structure, C73H87Cl4CuN5O9 in a non-equilibrium geometry, computed with wB97M-V/def2-TZVPD.

XYZ file:
```
179
Properties=species:S:1:pos:R:3:forces:R:3
Cu -2.3438 -8.2227 -2.1938 0.8 0.5 0.1
C 2.6541 -0.3734 1.3316 -0.2 -0.6 1.2
C 1.8750 -0.9859 2.5747 1.0 1.1 -1.5
C 0.4226 -0.4785 2.6700 -0.4 -2.1 -0.5
C -0.3497 -1.4003 1.6876 0.4 0.3 -1.2
N -1.6324 -0.8498 0.9949 -0.4 -1.7 0.6
C -2.2736 -1.9322 0.0138 -0.3 0.4 0.4
C -2.5440 -1.2620 -1.3367 1.0 1.2 0.5
C -2.5505 0.2840 -0.9576 0.2 -1.6 -0.4
C -1.3515 0.3234 -0.0137 -2.2 -0.2 1.5
C -2.6350 -0.6019 2.2018 1.0 2.1 -1.8
H 2.3352 -0.6981 0.3412 -0.7 0.0 0.1
H 3.6694 -0.7689 1.3613 0.2 0.5 0.2
H 2.6158 0.7138 1.3992 0.3 0.0 -0.2
H 2.4199 -0.7795 3.4959 0.0 0.4 -0.1
H 1.9804 -2.0644 2.4573 -0.7 -0.2 0.1
H 0.2564 0.5777 2.4581 0.3 0.0 0.2
H 0.0702 -0.8127 3.6458 -0.2 0.9 0.3
H -0.4917 -2.3597 2.1851 -1.0 0.1 0.0
H 0.3310 -1.7125 0.8956 -0.2 0.5 -0.5
H -3.2651 -2.2385 0.3470 0.5 -0.2 0.9
H -1.5807 -2.7711 -0.0520 -0.2 0.0 0.1
H -3.4852 -1.6396 -1.7362 0.3 0.1 -0.3
H -1.6711 -1.5327 -1.9307 -0.4 0.3 -0.7
H -3.5338 0.4871 -0.5334 0.2 0.2 0.5
H -2.4084 1.0430 -1.7269 0.1 -0.5 -0.4
H -1.3689 1.2495 0.5608 0.7 0.0 -0.1
H -0.4727 0.0979 -0.6177 0.3 0.1 0.6
H -2.3181 0.3575 2.6108 0.5 -0.2 0.5
H -2.6003 -1.3957 2.9479 -0.1 -0.1 -0.6
H -3.6103 -0.3007 1.8194 -0.1 -0.9 -0.2
C -4.0352 -5.4622 -6.7795 -0.4 -2.5 0.5
O -3.9189 -6.5679 -5.9081 0.2 1.6 -0.2
H -4.1295 -5.8870 -7.7789 0.2 0.0 -1.0
H -4.9658 -4.8976 -6.7213 -0.6 0.5 0.6
H -3.2469 -4.7132 -6.8540 0.7 0.2 0.4
C -3.0688 -6.9276 3.0577 -1.4 -0.4 -1.5
O -3.9237 -7.2194 1.9843 1.0 0.4 1.0
H -3.2493 -5.9587 3.5234 -0.3 1.1 0.3
H -3.1717 -7.6014 3.9083 0.0 -0.7 0.5
H -2.0030 -6.8833 2.8341 0.7 -0.2 -0.4
O 1.1635 -7.5071 -1.5349 -0.8 0.4 -0.4
H 1.1171 -6.6711 -2.0383 0.0 -0.5 0.2
Cl 10.7695 1.0668 3.1824 0.4 0.1 0.0
C 11.9029 2.0026 2.1409 0.4 0.8 0.2
C 13.1667 2.4498 2.9621 -1.3 -1.1 -1.0
Cl 14.4710 3.1288 1.9005 -0.8 -0.3 0.5
H 11.3093 2.8544 1.8088 0.3 -0.1 -0.2
H 12.1848 1.3561 1.3098 0.0 0.2 0.1
H 13.4880 1.4831 3.3497 0.6 0.5 0.5
H 12.8690 3.1717 3.7226 0.4 -0.2 -0.1
Cl -9.7139 -5.9598 5.7899 -0.1 0.0 -0.9
C -9.1728 -5.8129 4.0461 -0.1 1.7 -0.2
C -9.4362 -4.3394 3.5907 0.8 -0.4 0.2
Cl -8.7050 -3.8652 2.0012 -0.1 -0.7 0.0
H -9.7240 -6.4941 3.3978 0.4 -0.3 0.4
H -8.0888 -5.9116 4.1032 -0.2 -0.6 -0.4
H -8.8381 -3.7218 4.2608 -0.8 0.2 0.3
H -10.4879 -4.0827 3.4635 0.2 0.0 0.6
C -2.8033 7.2115 5.1084 0.5 -0.2 -0.1
C -4.1517 7.8831 5.4246 0.0 -1.2 -0.1
C -5.3271 7.2266 4.5940 0.1 0.1 0.8
C -5.3607 5.7450 4.7769 0.1 -2.8 0.3
N -5.3672 4.5735 4.9223 0.0 3.7 -0.5
H -1.9416 7.6581 5.6045 -0.2 0.5 0.0
H -2.5635 7.1684 4.0460 -0.2 0.5 -0.2
H -2.7035 6.1638 5.3921 -0.7 -0.1 0.3
H -4.0951 8.9711 5.3891 -0.2 0.0 -0.8
H -4.3975 7.7319 6.4757 0.0 -0.4 0.1
H -5.3609 7.4429 3.5262 0.5 0.0 0.0
H -6.2736 7.6159 4.9693 -0.1 -0.1 0.1
C 2.7444 6.4098 0.6873 -0.3 -0.1 -0.6
C 2.8886 7.2894 -0.5586 -0.4 0.0 -0.2
C 1.5851 8.0533 -0.9736 0.5 -0.2 0.9
C 0.3686 7.2698 -0.9154 0.8 -0.2 -0.7
N -0.5989 6.6740 -0.8398 -1.1 -0.7 0.1
H 2.2969 6.9625 1.5134 -0.1 -0.2 0.1
H 3.6444 5.8955 1.0242 0.4 0.6 -0.1
H 2.1328 5.5697 0.3582 -0.6 0.1 0.5
H 3.1425 6.6275 -1.3866 0.2 0.2 -0.1
H 3.6616 8.0530 -0.4726 0.1 -0.1 0.1
H 1.7335 8.5162 -1.9492 -0.2 0.0 0.1
H 1.3086 8.7990 -0.2282 0.7 0.6 0.0
C 2.2719 7.7838 9.8405 1.1 0.4 -0.6
C 1.6534 6.7701 10.7196 -0.5 -1.5 1.4
C 0.7726 5.7621 9.9930 -1.7 0.8 -1.0
C 1.3651 5.3193 8.7087 0.3 -1.1 -0.8
N 1.7681 4.9305 7.6901 -0.5 0.7 1.5
H 1.6223 8.1662 9.0532 -0.1 -0.4 -0.2
H 3.1302 7.2391 9.4471 0.1 0.7 -0.8
H 2.6252 8.6857 10.3403 0.1 -0.3 0.4
H 1.2125 7.2355 11.6011 -0.6 -0.3 -0.1
H 2.3461 6.0241 11.1092 1.0 0.8 0.4
H -0.1810 6.2034 9.7034 -0.1 0.5 -0.3
H 0.3688 4.9545 10.6036 0.9 -0.4 0.1
C -3.4044 -2.7277 9.5771 -1.1 1.1 0.9
C -3.6343 -1.8120 10.8764 0.8 -1.5 0.1
C -2.2605 -1.6619 11.5980 0.1 1.0 -1.7
C -2.2344 -0.8819 12.8325 -0.5 1.6 4.2
N -2.2855 -0.2540 13.8440 0.3 -2.4 -4.1
H -2.4713 -2.5595 9.0394 0.2 0.0 0.4
H -4.1854 -2.5589 8.8357 -0.1 0.1 0.1
H -3.5227 -3.7687 9.8781 0.4 0.0 0.0
H -4.2990 -2.3632 11.5416 -0.1 0.0 -0.1
H -4.0775 -0.8209 10.7786 0.1 -0.1 -0.6
H -1.7136 -1.0334 10.8953 0.3 0.3 -0.1
H -1.6582 -2.5681 11.5341 -0.3 -0.2 0.9
C -6.9897 5.8672 -6.8354 -0.2 0.0 -2.2
C -7.1963 5.9942 -8.2597 -0.1 0.9 2.2
C -7.8265 5.0031 -9.0122 1.8 1.5 0.6
C -8.1158 3.8560 -8.3485 -1.5 -2.2 0.5
C -8.0160 3.7375 -6.9276 -0.8 -1.7 -1.9
C -7.4316 4.7218 -6.2231 0.2 0.7 1.3
C -8.5803 2.5394 -6.1536 0.0 0.3 -5.9
O -8.6217 2.5208 -4.9941 -0.1 -0.2 4.2
C -9.1461 1.4423 -7.0545 -1.3 -1.4 1.9
C -9.7198 0.3064 -6.3803 -0.2 0.1 -2.2
C -10.2543 -0.8082 -7.1307 1.7 1.6 2.0
C -10.1848 -0.7698 -8.4914 0.0 2.2 -1.1
C -9.7766 0.4483 -9.1472 -0.2 -2.0 0.7
C -9.2432 1.5405 -8.4535 0.3 -0.5 -0.3
C -8.6966 2.7363 -9.1874 -0.6 -0.4 -1.5
O -8.7683 2.7922 -10.4269 0.3 0.2 2.4
H -6.5030 6.5961 -6.2044 0.0 0.4 -0.4
H -6.9657 6.9585 -8.6878 0.2 0.0 -0.3
H -7.9032 5.1281 -10.0822 -0.3 -0.3 0.0
H -7.3925 4.5671 -5.1549 0.2 0.2 0.2
H -9.8283 0.2823 -5.3060 0.4 0.1 0.1
H -10.4972 -1.6712 -6.5286 -0.5 -0.2 -0.3
H -10.5314 -1.5515 -9.1512 0.0 -0.3 0.2
H -9.8490 0.2897 -10.2131 0.3 1.1 -0.2
C -0.5886 1.7111 -7.8631 1.5 -0.8 0.4
C -0.2090 2.6619 -6.9257 2.7 0.5 0.9
C 0.9549 2.4792 -6.1065 -1.2 -1.2 -0.2
C 1.7387 1.3147 -6.1860 -0.4 1.4 0.2
C 1.4350 0.3952 -7.1807 -1.8 -0.3 -0.3
C 0.2140 0.5480 -7.9687 1.2 0.4 1.1
C 2.3208 -0.7918 -7.3275 0.0 -1.7 -2.7
O 2.1423 -1.5802 -8.2844 0.4 1.6 2.4
C 3.5343 -0.9500 -6.4366 0.6 -1.0 0.4
C 4.3944 -2.0938 -6.5718 0.0 2.5 0.4
C 5.5678 -2.1074 -5.7909 -0.6 -0.7 0.0
C 5.8731 -1.1311 -4.8231 -0.5 -0.4 -0.9
C 5.0375 -0.0544 -4.7139 -0.5 0.0 0.4
C 3.8651 -0.0029 -5.4653 -1.2 1.6 0.0
C 2.9063 1.1878 -5.2151 0.8 -0.6 -0.7
O 3.1160 1.9980 -4.3297 -0.4 -0.6 -0.6
H -1.4163 1.9233 -8.5236 -0.1 -0.4 0.0
H -0.5534 3.6848 -6.8893 -0.9 -0.2 0.0
H 1.2008 3.1200 -5.2726 -0.1 0.6 -0.3
H -0.0593 -0.2724 -8.6158 0.1 0.1 -0.2
H 4.1264 -2.7585 -7.3798 0.3 -0.5 0.2
H 6.2414 -2.9479 -5.8697 0.0 -0.1 -0.2
H 6.7120 -1.2024 -4.1467 0.2 -0.2 -0.3
H 5.2551 0.7069 -3.9793 -0.2 0.2 0.0
C 10.9248 -7.4834 -4.2575 0.1 -1.0 -1.7
C 11.4285 -6.2360 -3.9700 -0.3 0.9 2.5
C 11.1684 -5.7316 -2.6929 -1.9 -1.7 0.4
C 10.1821 -6.4657 -1.8368 2.6 2.7 0.0
C 9.6566 -7.6805 -2.2314 0.6 -0.4 -0.9
C 10.0949 -8.2418 -3.4699 -0.1 0.8 1.4
C 8.6657 -8.4263 -1.3979 -1.1 0.2 0.5
O 8.2308 -9.5101 -1.7271 0.4 0.3 0.2
C 8.1184 -7.6856 -0.1873 -0.6 0.5 -0.1
C 6.9023 -8.0269 0.4168 -1.4 0.4 1.5
C 6.2939 -7.3261 1.5487 3.4 -0.4 -2.6
C 7.0911 -6.2697 2.0560 -2.2 -1.0 -0.7
C 8.2018 -5.8190 1.3523 -0.1 -0.3 1.0
C 8.7140 -6.4869 0.2442 0.4 0.3 0.6
C 9.8789 -5.8505 -0.4491 0.6 1.4 -0.2
O 10.4575 -4.8416 0.0179 -1.2 -2.7 -1.5
H 11.2593 -7.8437 -5.2191 -0.2 -0.6 -0.1
H 12.0706 -5.6931 -4.6479 0.0 -0.1 -0.1
H 11.6550 -4.8252 -2.3642 -0.3 0.1 0.3
H 9.8178 -9.2614 -3.6938 -0.2 0.1 -0.3
H 6.2707 -8.8254 0.0566 0.4 -0.3 -0.4
H 5.3177 -7.6872 1.8371 0.1 0.4 0.5
H 6.6597 -5.7457 2.8961 0.5 0.3 0.2
H 8.6923 -4.9602 1.7861 0.3 0.1 -0.5
```
Positions in Å, forces in eV/Å.

HOMO-LUMO gap: 0.093 Ha
charge: -1

=====

No. 2
A molecular structure, C10H8AuN2O5, computed with wB97M-V/def2-TZVPD.

XYZ file:
```
26
Properties=species:S:1:pos:R:3:forces:R:3
Au 0.9923 0.0798 -1.0206 0.5 0.3 -0.5
O 5.6052 0.0806 3.2540 0.0 0.0 0.0
C 4.6745 0.0771 2.4775 0.2 0.0 0.1
C 3.2175 -0.0383 2.8366 -0.1 0.0 0.2
O 2.7580 -0.1451 3.9602 0.0 0.0 0.0
C 2.4780 0.0060 1.5683 -0.3 0.0 -0.4
C 3.4011 0.1414 0.4904 0.1 0.0 0.4
O 3.0497 0.2100 -0.7542 -0.4 -0.1 -0.1
C 4.7681 0.1875 0.9799 0.0 0.0 -0.3
O 5.8019 0.2943 0.3344 0.1 0.0 0.0
O 1.2279 -0.0612 1.4143 0.1 -0.1 0.4
C -4.1179 1.8808 -1.0470 0.0 0.1 0.0
C -3.0656 0.8304 -1.1204 0.1 -0.1 0.0
C -3.1073 -0.5238 -0.8754 -0.1 0.0 0.0
C -1.7958 -0.9964 -1.0571 -0.1 0.1 -0.2
N -1.0085 0.0113 -1.4191 -0.1 -0.3 0.3
N -1.7889 1.1084 -1.4461 -0.1 0.1 0.0
C -1.2531 -2.3682 -0.8646 0.1 0.0 0.1
H -5.1004 1.4193 -0.9813 0.0 0.0 0.0
H -4.0982 2.5313 -1.9224 0.0 0.0 0.0
H -3.9776 2.5035 -0.1613 0.0 0.0 0.0
H -3.9681 -1.1041 -0.5892 0.0 0.0 0.0
H -1.3734 2.0042 -1.6276 0.1 0.0 0.0
H -2.0576 -3.1009 -0.8251 0.0 0.0 0.0
H -0.6927 -2.4086 0.0712 0.0 0.0 0.0
H -0.5693 -2.6193 -1.6752 0.0 0.0 0.0
```
Positions in Å, forces in eV/Å.

HOMO-LUMO gap: 0.206 Ha
charge: -1

=====

No. 3
2 unconnected molecules or ions with the total composition CH3O3P in a non-equilibrium geometry, computed with wB97M-V/def2-TZVPD.

XYZ file:
```
8
Properties=species:S:1:pos:R:3:forces:R:3
C -0.2883 -0.4377 -0.2949 -0.5 -0.4 -0.8
O -4.9496 -0.9182 -0.1495 -0.8 -0.1 0.2
O -1.0841 0.6356 -0.0029 -2.3 0.0 0.1
O -2.9041 -0.0087 -0.4880 5.2 0.4 -1.1
P -4.1263 0.1662 0.4137 -1.6 0.2 1.4
H 0.2545 -0.2639 -1.2727 -0.5 -0.5 1.1
H -1.0642 -1.2353 -0.3665 0.7 -0.3 -0.5
H 0.3369 -0.7910 0.5601 -0.3 0.6 -0.4
```
Positions in Å, forces in eV/Å.

energy above the lowest of the compared OMol25 structures with the same formula, charge and spin: 5.591 eV
HOMO-LUMO gap (spin up / spin down): 0.261 / 0.261 Ha

=====

No. 4
A molecular structure, C10H8O3 in a non-equilibrium geometry, computed with wB97M-V/def2-TZVPD.

XYZ file:
```
21
Properties=species:S:1:pos:R:3:forces:R:3
C -3.5921 -1.1859 -0.0213 -0.4 0.2 4.2
C -1.5702 0.2692 0.0742 -3.3 2.4 -0.4
C -0.6192 -0.6352 -0.0001 3.7 11.5 3.9
C 0.7183 -0.2474 -0.0137 2.4 0.1 0.8
C 1.7923 -1.1342 0.0276 0.1 -5.5 -0.7
C 3.1469 -0.8449 0.0447 -13.7 13.0 1.1
C 3.4089 0.6164 0.0647 -0.7 0.1 -2.0
C 2.3337 1.5327 0.0184 1.9 -9.0 1.1
C 1.0606 1.0926 0.0773 -1.6 -1.2 -0.4
C -1.3280 1.6900 -0.0384 1.6 2.4 2.0
H -4.3616 -1.2181 1.1673 2.5 -0.1 -3.8
H -2.7524 -2.0753 0.1032 -2.5 2.4 -0.7
H -4.3536 -1.2164 -0.8564 1.4 -0.2 0.8
H -0.9678 -1.3560 -0.3159 -4.9 -14.1 -4.6
H 1.4971 -2.3653 -0.0727 0.8 3.6 0.4
H 3.8885 -1.2668 -0.0091 13.1 -9.3 -0.9
H 4.3737 1.0750 -0.3191 -0.8 -1.0 1.3
H 2.3273 2.4576 -0.0252 1.3 8.9 -0.5
O -2.9803 0.2007 0.0440 0.9 -3.6 -0.5
O 0.1249 2.0432 0.0810 -3.4 0.4 -0.4
O -2.1468 2.5681 -0.0305 1.6 -0.8 -0.6
```
Positions in Å, forces in eV/Å.

energy above the lowest of the compared OMol25 structures with the same formula, charge and spin: 7.571 eV
HOMO-LUMO gap: 0.310 Ha

=====

| no. | total energy (Ha) |
| --- | --- |
| 1 | -7265.4827 |
| 2 | -1007.3145 |
| 3 | -606.8198 |
| 4 | -611.3097 |